# 1
The following is a quantum chemistry calculation of C25H14ClFeN3O as an isolated structure in a non-equilibrium geometry, from the Open Molecules 2025 dataset.

Results
Charge: 0
Lowest unoccupied orbital energy (spin up / spin down): -1.388 / -1.384 eV
Orbital gap (spin up / spin down): 6.30 / 6.73 eV
Multiplicity: 5
ΔE to the lowest compared entry with this formula, charge and spin: 0.847 eV

Atoms and positions in Å:
C -2.262 -3.308 -1.190
C -2.043 0.708 -2.251
C 1.036 -0.622 0.654
H 0.179 3.701 2.867
C -1.385 2.816 -1.379
O -0.183 1.936 1.044
C -1.567 -2.369 -0.443
H -0.259 6.127 2.600
N -1.463 -1.087 -0.819
H -1.539 5.457 -1.424
H -3.673 0.604 -5.226
H 2.058 -1.532 3.699
H -3.819 -1.794 -4.667
H -2.626 2.190 -3.714
C -3.243 0.242 -4.303
N 6.178 -5.211 4.609
C -0.423 5.447 1.784
C 1.961 -1.266 1.127
C 3.696 -2.889 3.929
H -3.330 -3.664 -3.015
C -1.147 5.078 -0.492
C -3.323 -1.104 -4.002
C -2.834 -2.939 -2.392
C -0.192 4.100 1.937
H -1.067 -2.629 0.479
H 3.607 -2.958 5.002
H -2.334 -4.321 -0.825
C 3.949 -2.731 1.159
C -0.434 3.195 0.890
C 4.684 -3.625 3.267
C -0.864 5.931 0.550
Cl -1.082 7.635 0.349
N -1.450 1.487 -1.288
H -1.706 3.295 -2.301
C -2.761 -1.593 -2.811
C -0.982 3.687 -0.345
H 4.043 -2.662 0.086
Fe -0.377 0.420 -0.020
C 2.834 -2.097 3.208
C 2.932 -2.027 1.812
H 5.594 -4.078 1.376
C -2.080 -0.685 -1.957
C 4.817 -3.522 1.879
C 5.519 -4.492 4.005
C -2.637 1.146 -3.448



# 2
The following is a quantum chemistry calculation of C25H15Br2F3N2O10RhS as an isolated structure in a non-equilibrium geometry, from the Open Molecules 2025 dataset.

Results
Charge: -1
Lowest unoccupied orbital energy: 1.477 eV
Orbital gap: 7.29 eV
ΔE to the lowest compared entry with this formula, charge and spin: 0.000 eV

Atoms and positions in Å:
C 1.766 -0.568 -2.477
Br -1.930 -0.498 -6.523
N 0.905 5.904 -0.476
C -0.507 -0.807 -4.040
C -1.573 -1.709 -1.972
C -1.773 2.711 2.959
Rh 0.276 -1.375 0.013
C 1.064 2.177 -0.356
C -1.426 2.082 4.168
C 1.814 -0.234 -3.844
H 0.726 -0.071 -5.666
C -2.752 -1.856 -2.679
S 0.782 -4.641 0.470
C -0.989 0.787 4.132
O 1.912 -0.413 0.732
H 3.879 2.888 1.348
O -1.045 0.182 0.516
H -0.270 3.638 -1.218
O 1.047 -3.384 -0.289
C -0.970 -5.080 0.057
H 0.470 1.342 -0.686
C -1.632 2.058 1.763
F -1.143 -6.402 0.216
H -3.779 -1.575 -4.548
O 3.832 0.523 1.301
C -1.748 -0.978 -4.693
C 2.561 4.356 0.491
H 2.747 0.109 -4.269
C 2.215 1.969 0.391
Br -4.264 -2.535 -1.791
F -1.840 -4.464 0.857
C -2.835 -1.474 -4.030
C 2.703 0.590 0.836
C -0.860 0.083 2.918
O 1.529 -5.731 -0.090
H -1.461 -2.029 4.685
O -0.183 6.037 -1.001
F -1.270 -4.791 -1.214
H -1.881 2.534 0.824
H -1.510 2.613 5.106
H 2.633 -0.495 -1.832
C -0.464 -1.145 -2.678
H 3.125 5.225 0.798
H -0.725 0.293 5.059
C 0.635 3.462 -0.653
O -0.155 -1.906 1.885
C -1.147 0.725 1.693
O -1.414 -2.063 -0.734
O 1.620 6.832 -0.151
H 0.297 -1.805 4.827
H -2.148 3.727 2.969
C -0.508 -2.129 4.165
C 2.972 3.070 0.790
O 0.777 -4.515 1.898
N 0.659 -0.977 -1.919
H -0.333 -3.164 3.881
C -0.487 -1.304 2.907
C 0.696 -0.334 -4.617
C 1.383 4.535 -0.212



# 3
The following is a quantum chemistry calculation of C25H15MnN5O7 as an isolated structure in a non-equilibrium geometry, from the Open Molecules 2025 dataset.

Results
Charge: +2
Lowest unoccupied orbital energy (spin up / spin down): -9.470 / -9.040 eV
Orbital gap (spin up / spin down): 6.40 / 6.84 eV
Multiplicity: 2

Atoms and positions in Å:
N 1.465 0.112 1.172
C -2.802 -0.940 0.633
C -4.698 -1.686 1.856
C 2.438 1.009 1.052
C -1.345 2.697 -0.351
C -1.230 4.008 -2.336
O -1.583 5.110 -2.960
C 3.533 1.016 1.903
C -1.702 -2.223 -4.665
H 0.341 -3.337 -2.200
H -1.931 -2.358 -5.713
C 2.638 -0.908 2.994
O -3.584 0.568 -1.881
H -5.769 -1.769 1.986
C 0.401 -1.737 2.257
H -1.852 -2.381 3.661
H 2.655 -1.701 3.728
C 1.568 -0.826 2.126
H 4.293 1.776 1.786
C -1.909 -1.452 1.700
C -2.390 -1.277 -3.915
O -1.049 1.178 1.383
H -0.171 -3.730 -4.612
O -2.377 2.940 1.801
H 4.487 0.026 3.561
C 3.643 0.046 2.886
Mn -0.293 0.027 0.036
C -1.702 3.834 -1.019
H -4.851 -0.802 -0.084
N -0.633 -1.313 1.369
C -0.719 -2.983 -4.055
H 0.020 3.116 -3.894
O 0.931 0.029 -1.327
C -0.099 1.918 -2.144
C -2.708 -0.207 -1.655
H -4.285 -2.515 3.828
O 0.322 -2.674 2.991
C -1.671 2.305 1.081
H 2.353 1.740 0.258
H -2.331 4.581 -0.552
C -3.836 -2.113 2.929
O 1.241 0.448 -3.515
C -2.045 -1.150 -2.582
H -1.250 5.186 -3.862
C -0.437 -2.777 -2.704
C 0.775 0.724 -2.456
C -0.395 3.021 -2.898
C -2.478 -2.023 2.860
N -2.133 -0.388 -0.331
C -4.209 -1.146 0.715
H -3.168 -0.657 -4.340
N -1.097 -1.884 -1.987
N -0.584 1.761 -0.912



# 4
The following is a quantum chemistry calculation of C25H16BrN6ORuS2 as an isolated structure in a non-equilibrium geometry, from the Open Molecules 2025 dataset.

Results
Charge: 0
Lowest unoccupied orbital energy (spin up / spin down): -1.297 / -2.591 eV
Orbital gap (spin up / spin down): 4.94 / 5.57 eV
Multiplicity: 6

Atoms and positions in Å:
C 5.766 0.805 -2.223
N -0.016 -1.505 -0.347
C 4.488 0.736 -1.571
C 4.695 3.138 -1.259
C -1.815 -2.539 -1.745
H -4.709 2.358 2.645
H -1.323 -3.621 2.835
H -2.944 -1.347 -4.678
H 1.634 1.947 -2.823
Br -0.820 -3.930 5.714
N -0.419 1.480 0.547
H -3.775 2.039 0.360
N 6.751 0.721 -2.815
H -1.622 1.428 -1.011
C -2.496 -2.447 -2.896
C 0.838 1.257 -3.118
H 0.609 1.497 2.355
H 2.438 -0.632 4.089
H -3.499 2.333 3.877
H 0.513 2.240 -4.967
C -0.427 -2.215 0.813
C -0.021 -2.878 4.411
O 1.839 -0.413 1.595
N 5.388 4.044 -1.391
C -2.799 1.896 0.799
H -1.277 2.214 3.740
N 0.447 0.292 -2.106
C -2.694 2.124 2.141
C -2.230 -1.462 -3.896
H 1.220 -1.955 5.795
C -0.770 -1.543 -1.477
H -1.387 -2.698 0.526
H -2.040 -3.316 -0.982
C -0.320 1.753 1.876
S 2.573 2.087 -0.073
C 0.975 -2.044 4.767
Ru 1.410 -0.134 -0.330
H -1.458 0.586 -5.542
C 0.106 -2.152 2.089
C 0.175 1.453 -4.278
C -1.372 2.148 2.708
C -0.882 0.577 -4.620
H -3.367 -3.093 -2.991
C -0.626 -0.562 -2.488
C 3.973 1.935 -0.998
C 1.180 -1.276 2.441
C -1.653 1.610 0.051
C 1.611 -1.261 3.800
C -1.281 -0.435 -3.696
N -3.747 2.435 2.930
C -0.536 -2.939 3.110
S 3.696 -0.735 -1.693



# 5
The following is a quantum chemistry calculation of C25H18BrCrN3O4S as an isolated structure, from the Open Molecules 2025 dataset.

Results
Charge: -1
Lowest unoccupied orbital energy (spin up / spin down): 2.414 / 2.411 eV
Orbital gap (spin up / spin down): 7.37 / 7.28 eV
Multiplicity: 2
ΔE to the lowest compared entry with this formula, charge and spin: 0.958 eV

Atoms and positions in Å:
H -2.817 -0.972 -4.088
C 2.660 -0.825 4.504
C -3.719 -0.806 -0.355
H -2.218 5.334 -0.991
C -0.492 4.239 -0.340
C -1.780 3.656 -2.268
H -0.276 4.879 0.506
C 1.466 2.953 0.445
C 0.444 0.422 3.633
H -1.664 -1.432 1.212
H 1.592 -4.807 -1.892
C -3.078 -0.930 -3.038
H 3.596 -1.296 4.766
C -4.726 -0.783 -1.305
Cr 1.634 -0.021 -0.059
N 2.190 -1.591 -1.347
S 1.142 0.912 -2.067
C -2.379 -0.888 -0.732
H -1.032 -0.981 -2.398
O 1.946 3.924 1.006
C -0.937 2.586 -2.499
C 1.753 -0.368 5.442
H 1.934 -0.493 6.502
H -5.761 -0.716 -0.992
C 0.140 2.311 -1.646
H -1.248 0.188 0.697
H -0.637 -3.172 -0.541
H -0.097 0.726 5.685
H -3.969 -0.755 0.699
C -1.562 4.493 -1.179
C 1.383 -2.694 -1.230
C 0.167 -2.438 -0.574
C 0.353 3.151 -0.551
O 4.484 -1.488 2.545
C -2.067 -0.951 -2.084
H 3.969 -3.921 -2.826
H -2.613 3.835 -2.937
N 1.252 -0.075 2.722
Br -1.031 1.478 3.057
C 2.378 -0.646 3.159
H -5.192 -0.829 -3.403
O 1.814 1.729 0.703
N 0.009 -1.252 -0.061
H -1.108 1.928 -3.342
H 4.101 -1.290 -2.164
C 3.436 -1.020 2.128
C -4.408 -0.846 -2.656
C 3.219 -3.350 -2.302
C 0.622 0.298 5.003
C -1.320 -0.842 0.353
O 3.159 -0.777 0.904
C 1.994 -3.808 -1.827
C 3.296 -1.982 -1.971



# 6
The following is a quantum chemistry calculation of C25H18Co2O10S as an isolated structure in a non-equilibrium geometry, from the Open Molecules 2025 dataset.

Results
Charge: -2
Lowest unoccupied orbital energy: 4.670 eV
Orbital gap: 4.85 eV
ΔE to the lowest compared entry with this formula, charge and spin: 2.400 eV

Atoms and positions in Å:
H 1.739 -2.989 2.258
Co 2.083 4.984 3.647
C 2.841 1.680 3.761
H 7.882 6.224 3.486
C 1.277 2.096 1.653
C 2.623 -1.353 1.163
O 2.134 0.882 -0.238
C 2.952 4.747 0.767
C -3.285 -1.603 3.192
O 4.918 1.796 0.691
C -3.042 -2.481 0.951
C 3.713 4.347 3.289
H 2.152 -1.714 0.237
H 2.947 -2.066 3.176
C -2.619 -0.439 2.805
O 2.787 0.847 4.559
C 7.237 5.406 3.801
O 1.852 -0.240 1.721
C 0.917 3.136 0.850
C 2.681 -2.444 2.191
H -2.400 0.333 3.541
O 2.685 6.981 5.680
H 8.713 4.452 5.066
C 0.780 5.740 2.751
C 2.969 4.785 2.134
H 5.548 6.127 2.629
H -3.181 -3.287 0.231
C 5.066 4.361 3.769
O -2.145 2.350 1.675
H 3.632 -0.978 0.955
C 1.811 0.864 0.930
C -2.368 -1.317 0.563
H -3.596 -1.735 4.230
O -1.432 1.272 -0.488
C 5.928 5.382 3.331
C 5.532 3.347 4.633
C 6.841 3.385 5.099
C -3.505 -2.625 2.263
C 2.458 6.177 4.879
H 3.888 4.505 0.243
C 7.693 4.413 4.678
H -4.010 -3.542 2.572
H -1.976 -1.223 -0.447
H 0.614 1.842 2.503
O -0.108 6.284 2.262
C -2.182 -0.304 1.493
H 3.445 -3.164 1.906
C 4.100 2.216 1.392
H 2.200 5.362 0.263
O 0.235 3.800 0.183
Co 2.861 2.865 2.462
H 4.864 2.538 4.922
H 7.176 2.622 5.802
C 1.069 3.769 4.482
S -1.418 1.302 0.967
O 0.328 3.151 5.118



# 7
The following is a quantum chemistry calculation of C25H18N6O2W as an isolated structure in a non-equilibrium geometry, from the Open Molecules 2025 dataset.

Results
Charge: +2
Lowest unoccupied orbital energy (spin up / spin down): -7.928 / -7.697 eV
Orbital gap (spin up / spin down): 5.97 / 6.29 eV

Atoms and positions in Å:
C 2.026 -4.031 1.021
C 2.760 2.048 -2.477
C -1.985 3.225 1.870
N -0.508 1.959 0.299
C -2.692 3.135 3.090
C -3.103 -2.476 -0.593
O -1.103 3.957 -0.784
C 0.768 -2.061 1.538
C 1.068 3.050 -1.114
C 2.599 -3.338 -0.055
C -1.978 0.837 3.406
H 2.713 -1.470 -1.108
C -1.292 0.926 2.200
C -1.355 -3.328 -1.971
C -2.687 1.977 3.831
H -1.968 4.125 1.261
C 3.196 4.146 -1.361
H -2.670 -0.596 0.346
N 1.332 -1.379 0.461
C -1.315 2.090 1.449
C -0.788 -4.324 -2.800
H -1.935 -0.089 3.970
C 1.113 -3.356 1.828
W 0.311 0.240 -0.263
H 3.853 4.980 -1.130
C -2.309 -1.398 -0.287
H 0.382 -2.105 -2.154
N 1.490 2.007 -1.939
C 1.908 4.097 -0.843
C -0.300 3.036 -0.564
H -4.085 -2.497 -0.133
C -0.595 -2.223 -1.687
C 0.536 0.983 -2.291
C -0.249 -1.289 2.228
H 3.335 -3.792 -0.718
N -0.479 -0.061 1.619
H 4.595 3.062 -2.650
H 0.952 0.283 -3.015
N -0.267 -5.166 -3.446
H 0.620 -3.812 2.687
C 2.250 -2.038 -0.295
H -3.222 -4.377 -1.674
N -1.037 -1.258 -0.813
H 1.519 4.880 -0.205
H 2.305 -5.052 1.241
C 3.605 3.090 -2.194
C -2.641 -3.491 -1.434
H -0.396 1.425 -2.649
H -3.239 1.920 4.768
O -0.826 -1.715 3.244
H 3.034 1.238 -3.147
H -3.246 4.004 3.435



# 8
The following is a quantum chemistry calculation of C25H19Br2ClF26NO7P as an isolated structure in a non-equilibrium geometry, from the Open Molecules 2025 dataset.

Results
Charge: 0
Lowest unoccupied orbital energy: -2.528 eV
Orbital gap: 2.90 eV

Atoms and positions in Å:
H -0.136 1.708 3.197
F -3.504 0.410 -3.814
F 4.812 5.489 1.290
O -2.440 1.615 2.003
C 0.264 1.170 0.523
H -0.622 -6.105 3.178
H 3.175 -0.502 3.529
C -1.182 -4.265 3.232
C -3.894 -0.266 -1.562
C -3.559 -3.699 1.149
H 1.054 0.930 -0.178
C -3.760 -4.170 2.619
H -3.174 0.920 0.056
F -3.886 -5.507 2.592
F 7.846 3.784 1.018
F -5.940 0.178 -4.515
H 2.094 -0.778 0.969
C 2.276 1.253 -2.808
Br -7.226 0.510 -2.207
C -5.737 -0.116 -3.238
Br -4.691 2.373 -2.338
C 4.398 1.378 -1.248
F 4.444 1.800 -3.578
C 1.457 -1.465 1.531
Cl -7.317 3.115 -3.517
C 1.401 -0.016 -2.613
C -0.086 0.271 -2.499
F -2.604 -4.465 0.558
C -0.663 -0.025 0.746
H -1.632 -1.183 -2.455
C -1.965 -1.906 0.116
F 6.123 2.918 -1.602
H -4.756 -0.420 -0.915
N -0.676 -2.314 0.696
C -2.746 0.430 -0.809
H 1.838 -2.471 1.325
O -0.245 -3.565 3.498
O -0.481 0.827 3.409
C 0.061 -1.291 1.006
H -0.191 -1.707 -1.639
C 4.895 2.851 -1.075
C -2.618 -3.828 3.611
P -1.624 0.277 2.428
F 1.882 -0.748 -1.560
O -1.093 -5.468 2.621
H -0.388 -3.283 0.771
C 6.930 4.595 1.536
F 4.104 3.706 -1.739
H -3.605 -1.241 -1.964
F 3.692 3.388 0.872
F 5.573 2.342 1.109
F -2.883 -4.502 4.760
F -2.645 -2.526 3.888
C 5.666 4.682 0.639
H -0.452 0.331 -3.525
F 5.991 5.281 -0.510
H -2.128 -2.556 -0.755
H -3.321 1.559 2.401
C 3.823 1.045 -2.667
F 5.474 0.595 -1.074
C -1.597 -0.500 -0.444
C -3.234 -2.189 0.926
F 2.039 1.675 -4.058
O 2.454 -0.068 3.048
F 1.876 2.244 -1.989
H -0.285 1.250 -2.069
F -4.897 -3.642 3.074
O 1.509 -1.129 2.895
F 7.447 5.822 1.624
H 0.772 1.472 1.439
F 3.512 1.033 -0.295
F 1.604 -0.781 -3.713
F 6.599 4.206 2.766
F -5.632 -1.470 -3.135
F 4.133 -0.227 -2.941
H -0.289 2.026 0.135
H -2.385 1.246 -1.439
C -0.853 -0.850 -1.768
C 4.941 3.303 0.404
O -4.008 -1.369 1.315
C -4.389 0.531 -2.763
F -4.722 -3.925 0.521



# 9
The following is a quantum chemistry calculation of C25H19Cl2IPd as an isolated structure, from the Open Molecules 2025 dataset.

Results
Charge: +2
Lowest unoccupied orbital energy: -8.414 eV
Orbital gap: 5.41 eV
ΔE to the lowest compared entry with this formula, charge and spin: 0.421 eV

Atoms and positions in Å:
C 2.653 -4.032 0.830
Cl -2.964 -0.826 -1.907
H -1.205 0.037 2.473
H 4.259 -4.607 2.155
H 2.700 1.454 -5.429
I 0.330 -3.498 -0.964
C 1.187 -2.255 1.645
H 1.938 -1.534 4.904
C 2.191 1.223 -4.501
C -2.806 3.591 -0.959
C 1.589 -3.199 0.674
C 0.893 0.621 -2.129
C 0.104 -1.350 1.518
C 1.409 -1.492 3.961
H -3.774 5.038 0.297
H -0.092 -0.166 4.675
C -4.063 -1.712 -0.785
C 0.979 -0.349 -3.168
C -0.357 -0.630 2.579
C -1.893 2.560 -1.022
C 0.229 0.395 -0.947
H -1.699 2.075 -1.971
H -4.474 -2.566 -1.310
Pd -0.905 -1.160 -0.182
C -1.213 2.157 0.134
H 2.921 -4.761 0.079
C -0.189 1.114 0.130
H -4.836 -1.024 -0.464
C -1.466 2.807 1.345
C 1.612 -0.041 -4.343
C 2.134 2.193 -3.494
Cl -3.156 -2.288 0.638
C -3.057 4.230 0.255
C 1.884 -2.276 2.881
C 3.403 -3.959 2.031
H -0.925 2.510 2.237
C -2.385 3.840 1.405
H 1.677 -0.763 -5.145
H 0.534 -1.321 -3.011
H 3.543 -3.118 3.972
H 2.594 3.160 -3.649
C 0.290 -0.728 3.834
H -3.326 3.909 -1.852
C 3.009 -3.127 3.031
C 1.494 1.905 -2.321
H 0.376 0.982 1.049
H -2.572 4.345 2.343
H 1.425 2.637 -1.526